Density functional theory data (ωB97M-V with the def2-TZVPD basis set) for C12H44BNO12 as an isolated structure.

Structure (XYZ):
```
70
C12H44BNO12, DFT ωB97M-V with the def2-TZVPD basis set
N -0.45 -0.23 -0.40
H -0.54 -1.03 -1.01
H -0.28 0.61 -0.93
H 0.30 -0.33 0.27
H -1.34 -0.11 0.08
B -2.11 0.12 0.96
H -2.28 0.35 -0.08
H -1.75 -0.89 1.09
H -1.40 0.81 1.39
H -3.01 0.17 1.56
C -0.18 -0.64 3.43
C -1.03 -1.80 2.97
O -0.94 -2.05 1.56
O 1.16 -0.74 3.11
H -0.21 -0.51 4.52
H -0.55 0.27 2.97
H -2.04 -1.71 3.35
H -0.55 -2.62 3.50
H -1.57 -1.49 1.11
H 1.71 -0.59 3.88
C -2.65 2.96 2.21
C -1.69 3.05 1.02
O -0.63 2.16 1.01
O -3.49 1.87 2.07
H -3.18 3.91 2.28
H -2.12 2.87 3.16
H -1.45 4.10 0.86
H -2.23 2.73 0.13
H -0.92 1.26 0.82
H -2.96 1.17 1.68
C -1.42 -1.30 -2.63
C -0.63 -2.52 -2.12
O 0.15 -2.16 -0.99
O -2.18 -0.65 -1.62
H -2.11 -1.51 -3.44
H -0.77 -0.53 -3.06
H 0.06 -2.89 -2.88
H -1.29 -3.35 -1.86
H 0.54 -2.96 -0.63
H -3.06 -1.03 -1.54
C 2.32 -1.90 -3.18
C 1.52 -0.81 -2.57
O 2.18 0.44 -2.67
O 2.60 -1.72 -4.58
H 1.79 -2.86 -3.13
H 3.28 -1.91 -2.66
H 1.25 -0.93 -1.52
H 0.56 -0.70 -3.07
H 2.88 0.49 -2.01
H 1.95 -2.16 -5.14
C 2.01 -1.20 0.81
C 2.95 -0.12 1.41
O 3.06 0.96 0.50
O 0.64 -0.78 0.98
H 1.98 -2.16 1.33
H 2.25 -1.41 -0.23
H 3.93 -0.57 1.57
H 2.58 0.23 2.37
H 2.21 1.37 0.32
H 0.29 -1.06 1.83
C 1.26 2.67 -0.41
C 0.70 1.88 -1.61
O -0.64 1.54 -1.36
O 1.45 1.84 0.68
H 0.59 3.51 -0.20
H 2.17 3.23 -0.64
H 1.33 1.00 -1.73
H 0.65 2.48 -2.52
H -1.22 2.31 -1.34
H 0.58 1.55 0.97
```

Net charge ... 0
LUMO level ... 0.28 eV
Largest force on an atom ... 0.380 hartree/bohr
Kohn-Sham gap ... 0.2672 Eh
E_tot ... -39854.6451 eV
Energy relative to the best compared isomer or geometry (same formula, charge and spin) ... 3301.7 kJ/mol

---

Density functional theory data (ωB97M-V with the def2-TZVPD basis set) for a 2-piece molecular cluster, C3H9N2O overall.

Structure (XYZ):
```
15
C3H9N2O, DFT ωB97M-V with the def2-TZVPD basis set
C 0.52 1.10 1.20
C -1.54 -0.40 0.32
C -0.44 0.64 0.01
N 1.67 -0.95 -1.02
N 0.59 -0.34 -1.76
O -0.28 -1.14 -2.23
H -0.14 1.13 2.17
H 1.33 0.34 1.24
H 0.96 2.07 0.89
H -2.56 0.16 0.07
H -1.39 -0.96 1.30
H -1.30 -1.06 -0.57
H -0.96 1.51 -0.56
H 1.30 -1.75 -0.62
H 2.23 -0.36 -0.43
```

Net charge ... -1
LUMO level (spin up / spin down) ... 4.41 / 4.41 eV
Largest force on an atom ... 0.054 hartree/bohr
Kohn-Sham gap (spin up / spin down) ... 0.2094 / 0.2100 Eh
E_tot ... -8279.7323 eV
Energy relative to the best compared isomer or geometry (same formula, charge and spin) ... 502.5 kJ/mol

---

Density functional theory data (ωB97M-V with the def2-TZVPD basis set) for a 3-piece molecular cluster, C5H17NO2 overall.

Structure (XYZ):
```
25
C5H17NO2, DFT ωB97M-V with the def2-TZVPD basis set
C -0.86 -0.70 -0.62
C -0.48 0.63 -0.05
C -1.31 1.74 -0.54
C 1.03 0.99 -0.51
C 1.83 0.45 0.63
N -1.70 -1.38 0.40
H -1.39 -0.77 -1.61
H 0.06 -1.33 -0.91
H -0.42 0.49 1.09
H -0.96 2.76 -0.22
H -1.62 1.91 -1.58
H -2.20 1.48 0.08
H 1.15 2.08 -0.81
H 1.40 0.80 -1.62
H 1.43 0.60 1.57
H 2.36 -0.55 0.34
H 2.73 1.08 0.74
H -1.18 -1.97 1.07
H -2.63 -1.48 0.33
H -0.71 0.28 2.69
H -1.42 -0.43 3.87
O -0.62 0.17 3.65
H 2.16 -1.57 -2.54
H 1.44 -2.92 -2.43
O 1.91 -2.36 -3.03
```

Structure (SMILES) ... CC[C@@H](C)CN.O.O
Net charge ... 0
LUMO level ... 0.71 eV
Largest force on an atom ... 0.119 hartree/bohr
Kohn-Sham gap ... 0.3617 Eh
E_tot ... -11043.0648 eV
Energy relative to the best compared isomer or geometry (same formula, charge and spin) ... 308.0 kJ/mol